Entry 1:
# C21H35N3O4

The molecule C21H35N3O4 at a nearly force-free geometry (ωB97M-V/def2-TZVPD, OMol25).

Values from the calculation:
SMILES ... C=CCC1(C(=O)N[C@H](C)C(=O)NCC(C)C)CN(C(=O)[C@H](C)C2(O)CCC2)C1
ΔE to the lowest compared entry with this formula, charge and spin ... 78.7 kJ/mol
Spin multiplicity ... 1
E_LUMO ... 0.6 eV
E_HOMO ... -9.16 eV

Each line ends with the Mulliken charge.
Cartesian coordinates (Å):
C 1.457 -2.692 -0.858  -0.85
C 1.539 -1.416 -0.509  0.05
C 1.806 -0.294 -1.467  -1.28
C 0.635 0.694 -1.575  2.51
C -0.579 -0.068 -2.057  -0.62
O -0.709 -0.363 -3.233  -0.72
N -1.457 -0.450 -1.097  0.08
C -2.409 -1.510 -1.348  0.05
C -3.822 -0.973 -1.573  -1.65
C -2.366 -2.434 -0.134  0.43
O -2.018 -2.026 0.964  -0.73
N -2.770 -3.702 -0.352  -0.05
C -2.755 -4.698 0.708  -1.26
C -1.361 -5.251 1.006  1.16
C -0.758 -5.935 -0.215  -1.49
C -1.440 -6.206 2.191  -1.67
C 0.499 1.621 -0.337  -1.25
N 1.096 2.686 -1.142  0.40
C 1.068 4.043 -1.011  -0.22
O 1.208 4.763 -1.980  -0.70
C 0.878 4.565 0.409  0.69
C 0.061 5.852 0.377  -1.87
C 2.226 4.774 1.118  0.90
O 2.860 5.862 0.492  -0.57
C 2.049 4.826 2.659  -0.91
C 2.424 3.329 2.711  -0.56
C 3.056 3.481 1.311  -0.35
C 0.997 1.949 -2.401  -1.17
H 1.247 -3.464 -0.129  0.24
H 1.602 -3.002 -1.887  0.28
H 1.382 -1.146 0.533  0.27
H 2.687 0.275 -1.150  0.38
H 2.008 -0.693 -2.463  0.45
H -1.207 -0.350 -0.122  0.32
H -2.077 -2.046 -2.240  0.44
H -4.523 -1.784 -1.773  0.39
H -4.162 -0.428 -0.692  0.36
H -3.817 -0.297 -2.426  0.42
H -2.948 -3.990 -1.298  0.32
H -3.165 -4.235 1.605  0.34
H -3.422 -5.511 0.412  0.50
H -0.734 -4.398 1.283  0.13
H -1.373 -6.786 -0.524  0.42
H -0.673 -5.251 -1.061  0.28
H 0.241 -6.313 0.004  0.41
H -2.080 -7.061 1.957  0.36
H -0.453 -6.592 2.448  0.40
H -1.847 -5.711 3.074  0.41
H -0.535 1.829 -0.043  0.38
H 1.075 1.328 0.545  0.14
H 0.344 3.804 0.985  0.34
H -0.941 5.660 -0.007  0.44
H -0.030 6.278 1.377  0.39
H 0.543 6.577 -0.273  0.37
H 3.733 5.973 0.881  0.51
H 2.828 5.446 3.105  0.32
H 1.081 5.136 3.052  0.30
H 3.075 3.004 3.520  0.44
H 1.542 2.688 2.698  0.13
H 2.946 2.683 0.579  -0.13
H 4.115 3.738 1.391  0.32
H 1.925 1.895 -2.971  0.30
H 0.196 2.311 -3.048  0.33

Entry 2:
# C4H8ClN

A cluster of 2 separate species, C4H8ClN in total at a distorted geometry (ωB97M-V/def2-TZVPD, OMol25).

Values from the calculation:
ΔE to the lowest compared entry with this formula, charge and spin ... 323.7 kJ/mol
Spin multiplicity ... 1
E_LUMO ... 0.8 eV
E_HOMO ... -8.39 eV

Each line ends with the Mulliken charge.
Cartesian coordinates (Å):
C -2.366 0.280 0.322  -0.40
C 2.794 0.102 -1.196  -0.76
C 0.709 -0.209 0.248  -0.75
C 1.794 0.552 -0.450  0.47
N -2.996 -0.802 0.719  -0.20
Cl 1.697 2.307 -0.243  -0.24
H -2.696 1.158 1.009  0.11
H 3.403 0.750 -1.815  0.28
H 3.163 -0.945 -1.041  0.20
H -2.911 -1.529 0.031  0.26
H 0.608 0.187 1.282  0.32
H -0.338 0.275 -0.195  0.17
H 0.892 -1.250 0.047  0.32
H -3.753 -0.876 1.282  0.21

Entry 3:
# C90H98F48N17O12P5S6

A cluster of 15 separate species, C90H98F48N17O12P5S6 in total at a distorted geometry (ωB97M-V/def2-TZVPD, OMol25).

Values from the calculation:
Net charge ... +6
Spin multiplicity ... 1
E_LUMO ... -11.9 eV
E_HOMO ... -13.88 eV

Each line ends with the Mulliken charge.
Cartesian coordinates (Å):
C -3.384 -2.452 -2.708  -0.79
N -2.268 -2.346 -1.752  1.14
C -2.430 -2.365 -0.441  -1.42
C -1.392 -2.049 0.433  -1.79
C -0.088 -1.949 -0.042  1.32
C 0.091 -2.040 -1.451  -1.15
C -1.016 -2.339 -2.242  0.00
C 0.978 -1.547 0.862  0.03
C 1.251 -2.275 2.031  -0.79
C 2.413 -1.847 2.734  -0.63
N 3.150 -0.781 2.335  1.01
C 2.702 0.028 1.353  0.29
C 1.657 -0.337 0.495  -1.02
C 4.253 -0.242 3.248  -0.66
H -4.267 -2.033 -2.225  -0.14
H -3.646 -3.494 -2.895  -0.06
H -3.101 -1.952 -3.634  0.58
H -3.398 -2.608 -0.030  1.14
H -1.580 -2.039 1.496  1.19
H 1.072 -2.020 -1.903  0.92
H -0.945 -2.447 -3.314  0.10
H 0.671 -3.145 2.303  1.13
H 2.785 -2.493 3.515  0.42
H 3.266 0.916 1.110  -0.47
H 1.478 0.185 -0.434  0.95
H 4.741 0.600 2.757  -0.70
H 5.061 -0.973 3.293  0.44
H 3.796 0.125 4.167  0.70
C -5.833 -7.237 -3.794  -0.55
N -4.967 -6.664 -4.815  0.40
C -3.770 -6.142 -4.504  -0.90
C -3.054 -5.460 -5.410  -0.30
C -3.455 -5.420 -6.789  0.39
C -4.652 -6.087 -7.144  -0.60
C -5.383 -6.680 -6.114  -0.56
C -2.620 -4.723 -7.822  0.71
C -3.161 -3.754 -8.625  -0.77
C -2.362 -3.054 -9.599  -0.42
N -1.110 -3.591 -9.816  0.11
C -0.538 -4.595 -9.154  -0.26
C -1.341 -5.251 -8.200  -0.67
C -0.241 -2.883 -10.819  -1.03
H -6.436 -6.467 -3.314  0.26
H -5.174 -7.709 -3.066  -0.01
H -6.374 -8.127 -4.117  0.46
H -3.519 -6.277 -3.462  0.60
H -2.122 -5.008 -5.106  0.78
H -5.016 -6.232 -8.150  0.58
H -6.339 -7.163 -6.258  0.47
H -4.110 -3.364 -8.288  0.68
H -2.689 -2.152 -10.094  0.46
H 0.439 -4.986 -9.396  0.46
H -0.942 -6.110 -7.681  0.61
H 0.520 -3.608 -11.107  0.31
H 0.184 -2.043 -10.270  0.38
H -0.846 -2.536 -11.656  0.38
C -5.105 0.373 -4.325  -0.90
N -6.235 1.403 -4.235  0.37
C -6.003 2.666 -3.706  -0.37
C -6.975 3.655 -3.695  -0.64
C -8.181 3.465 -4.343  0.83
C -8.451 2.213 -4.813  -0.88
C -7.463 1.221 -4.836  -0.23
C -9.121 4.651 -4.591  0.57
C -9.433 5.499 -3.535  -0.62
C -10.252 6.664 -3.690  -0.39
N -10.930 6.751 -4.885  0.03
C -10.662 5.893 -5.911  -0.20
C -9.768 4.829 -5.794  -0.66
C -12.104 7.645 -4.874  -0.89
H -4.947 0.128 -5.375  0.62
H -5.502 -0.531 -3.861  0.13
H -4.212 0.670 -3.774  0.18
H -5.007 2.818 -3.315  0.29
H -6.748 4.670 -3.405  0.58
H -9.401 2.007 -5.283  0.60
H -7.618 0.253 -5.290  0.51
H -9.031 5.369 -2.541  0.49
H -10.426 7.364 -2.886  0.44
H -11.202 6.145 -6.812  0.43
H -9.640 4.232 -6.685  0.54
H -12.549 7.880 -5.841  0.32
H -11.892 8.646 -4.499  0.34
H -12.787 7.180 -4.164  0.40
C 2.644 4.122 0.551  -0.45
N 2.643 4.089 -0.969  0.28
C 3.412 3.200 -1.645  -0.26
C 3.655 3.259 -3.060  -1.29
C 2.883 4.156 -3.803  0.83
C 2.124 5.053 -3.124  -0.74
C 1.999 5.029 -1.717  -0.57
C 2.770 4.080 -5.307  0.76
C 2.637 5.195 -6.166  -0.73
C 2.318 5.034 -7.552  -0.35
N 2.302 3.765 -8.041  0.02
C 2.445 2.665 -7.276  -0.17
C 2.804 2.795 -5.921  -0.94
C 1.873 3.570 -9.515  -0.93
H 2.631 3.106 0.946  -0.16
H 1.778 4.706 0.861  0.40
H 3.490 4.786 0.729  0.37
H 4.037 2.591 -1.010  0.86
H 4.233 2.442 -3.467  0.84
H 1.485 5.738 -3.662  0.50
H 1.391 5.781 -1.236  0.46
H 2.663 6.155 -5.672  0.56
H 2.026 5.784 -8.272  0.53
H 2.139 1.705 -7.667  0.54
H 2.895 1.962 -5.241  0.56
H 2.540 4.280 -10.004  0.40
H 0.880 3.966 -9.731  0.37
H 2.026 2.576 -9.936  0.34
C 5.761 6.529 14.492  -0.86
N 5.741 5.974 13.118  0.05
C 5.018 6.558 12.168  -0.18
C 5.077 6.080 10.854  -0.62
C 5.809 4.932 10.518  0.63
C 6.479 4.318 11.576  -0.69
C 6.507 4.878 12.828  -0.18
C 5.936 4.471 9.127  0.69
C 7.146 4.106 8.562  -0.82
C 7.208 3.427 7.297  -0.08
N 6.038 3.187 6.604  0.28
C 4.833 3.451 7.199  -0.41
C 4.771 4.165 8.371  -0.73
C 6.077 2.557 5.272  -1.07
H 5.942 5.686 15.159  0.31
H 4.752 6.878 14.714  0.39
H 6.356 7.440 14.554  0.34
H 4.325 7.331 12.466  0.41
H 4.385 6.632 10.235  0.42
H 7.103 3.453 11.404  0.55
H 7.025 4.391 13.642  0.41
H 8.073 4.152 9.114  0.55
H 8.100 3.153 6.753  0.54
H 3.920 3.282 6.647  0.56
H 3.761 4.351 8.704  0.49
H 5.086 2.615 4.822  0.05
H 6.454 1.539 5.366  0.50
H 6.768 3.179 4.703  0.41
C -6.526 8.519 5.913  -0.97
N -6.085 7.352 5.214  0.04
C -6.871 6.521 4.498  -0.20
C -6.256 5.492 3.805  -0.77
C -4.842 5.395 3.754  0.60
C -4.090 6.230 4.504  -0.60
C -4.724 7.227 5.236  -0.37
C -4.238 4.303 3.063  1.22
C -3.283 3.500 3.687  -1.23
C -2.603 2.503 2.929  -0.42
N -2.841 2.338 1.619  0.38
C -3.862 3.002 1.010  -0.57
C -4.605 3.940 1.747  -0.94
C -1.928 1.469 0.826  -0.32
H -6.684 8.371 6.982  0.33
H -7.459 8.848 5.456  0.34
H -5.782 9.304 5.783  0.44
H -7.910 6.809 4.436  0.42
H -6.871 4.922 3.125  0.47
H -3.011 6.207 4.559  0.59
H -4.305 7.824 6.033  0.51
H -3.096 3.652 4.740  0.66
H -1.807 1.891 3.326  0.87
H -3.938 2.724 -0.031  0.60
H -5.444 4.417 1.262  0.48
H -1.215 2.219 0.481  0.47
H -2.535 0.986 0.060  -0.07
H -1.525 0.699 1.484  -0.04
C 5.511 -3.980 7.669  -0.90
N 6.124 -3.526 6.432  0.24
C 6.060 -2.191 6.076  -0.41
C 6.834 -1.807 4.960  -0.10
C 7.678 -2.710 4.256  0.49
C 7.640 -4.010 4.685  -0.64
C 6.932 -4.393 5.815  -0.51
C 8.486 -2.312 3.119  1.03
C 8.644 -3.080 1.993  -0.77
C 9.448 -2.613 0.952  -0.48
N 10.071 -1.459 1.022  0.17
C 10.068 -0.698 2.167  -0.72
C 9.179 -1.073 3.204  -0.35
C 10.769 -0.970 -0.213  -0.86
H 4.567 -3.449 7.788  0.35
H 6.111 -3.851 8.570  0.35
H 5.311 -5.048 7.582  0.32
H 5.345 -1.587 6.615  0.46
H 6.766 -0.755 4.726  0.04
H 8.255 -4.760 4.211  0.61
H 6.787 -5.437 6.052  0.37
H 8.232 -4.078 2.017  0.59
H 9.450 -3.162 0.022  0.45
H 10.641 0.217 2.158  0.47
H 9.089 -0.388 4.035  0.56
H 11.830 -1.219 -0.189  0.36
H 10.582 0.103 -0.247  0.35
H 10.393 -1.465 -1.108  0.30
P -1.880 -4.028 4.267  1.35
F -0.840 -5.171 4.778  -0.38
F -3.004 -5.205 4.159  -0.34
F -2.474 -3.765 5.764  -0.39
F -2.969 -2.946 3.799  -0.37
F -0.798 -2.773 4.419  -0.40
F -1.361 -4.069 2.694  -0.36
P 0.973 2.133 4.352  1.63
F 2.336 2.524 3.526  -0.51
F 1.582 2.880 5.706  -0.39
F 0.443 3.600 3.822  -0.45
F -0.461 1.979 5.207  -0.34
F 0.393 1.420 3.017  -0.38
F 1.532 0.669 4.758  -0.31
P 3.427 -5.350 4.280  1.20
F 3.881 -6.654 3.460  -0.37
F 4.635 -4.486 3.652  -0.32
F 2.501 -4.686 3.045  -0.32
F 3.088 -4.100 5.273  -0.36
F 2.250 -6.188 4.997  -0.36
F 4.450 -5.783 5.491  -0.39
P -5.960 -0.017 -0.363  1.47
F -4.427 -0.445 -0.604  -0.46
F -6.327 -1.344 0.516  -0.40
F -5.660 0.540 1.135  -0.36
F -7.433 0.444 -0.112  -0.42
F -5.647 1.382 -1.173  -0.39
F -6.297 -0.729 -1.784  -0.40
P -7.131 -3.001 -5.590  1.56
F -5.914 -3.611 -4.663  -0.49
F -6.131 -1.878 -6.130  -0.36
F -6.713 -3.960 -6.833  -0.32
F -8.262 -2.426 -6.590  -0.41
F -8.207 -4.143 -5.008  -0.40
F -7.533 -2.087 -4.330  -0.37
C 5.105 -0.940 -1.983  0.24
F 5.445 0.071 -2.800  -0.19
F 3.754 -0.932 -1.813  -0.04
F 5.465 -2.161 -2.481  -0.19
S 6.002 -0.752 -0.330  0.55
O 5.367 -1.641 0.617  -0.41
O 7.433 -1.071 -0.607  -0.40
N 5.542 0.908 -0.013  -0.09
S 6.782 1.365 0.641  0.49
O 7.106 0.612 1.886  -0.02
O 7.943 1.579 -0.238  -0.62
C 6.218 3.162 1.246  0.23
F 6.130 3.852 0.063  -0.25
F 5.048 3.177 1.868  -0.02
F 7.109 3.682 2.034  -0.21
C 1.664 -1.431 -5.341  0.37
F 2.095 -0.539 -6.262  -0.16
F 2.667 -1.870 -4.533  -0.18
F 0.853 -0.830 -4.471  -0.21
S 0.721 -2.979 -6.035  0.86
O -0.583 -2.489 -6.509  -0.58
O 1.505 -3.469 -7.140  -0.52
N 0.373 -3.986 -4.584  -0.19
S 1.199 -5.234 -4.967  0.78
O 0.605 -6.188 -5.854  -0.63
O 2.628 -4.936 -5.154  -0.63
C 1.128 -6.098 -3.230  0.50
F 1.817 -7.255 -3.280  -0.20
F 1.600 -5.275 -2.239  -0.12
F -0.113 -6.451 -2.923  -0.21
C -3.225 -10.337 -0.774  0.47
F -2.927 -10.797 0.494  -0.20
F -2.480 -10.961 -1.707  -0.17
F -4.554 -10.631 -1.007  -0.21
S -2.891 -8.401 -0.827  1.08
O -1.521 -8.230 -0.352  -0.58
O -3.072 -8.135 -2.260  -0.58
N -4.104 -7.699 0.261  -0.62
S -3.940 -6.231 0.018  0.72
O -2.657 -5.731 0.437  -0.33
O -4.334 -5.768 -1.271  -0.39
C -5.264 -5.504 1.231  0.43
F -4.933 -5.897 2.436  -0.17
F -5.199 -4.179 1.206  -0.16
F -6.507 -5.892 0.850  -0.21

no.,calculated total energy (a.u.)
1,-1286.4308
2,-672.0134
3,-14210.0785